Record 1
{
  "formula": "C40H40N5P2SnTe",
  "method": "ωB97M-V/def2-TZVPD",
  "orbital_gap_ev": 5.889,
  "lumo_ev": -9.47,
  "homo_energy_ev": -15.36,
  "fmax_ev_per_a": 0.757,
  "total_charge": 3,
  "species": ["H", "C", "H", "C", "H", "H", "H", "C", "C", "H", "C", "C", "C", "C", "H", "C", "Sn", "H", "C", "H", "C", "C", "C", "H", "P", "N", "H", "H", "N", "C", "H", "C", "C", "C", "C", "C", "C", "P", "H", "H", "H", "H", "H", "C", "C", "C", "C", "H", "Te", "H", "C", "C", "H", "C", "H", "C", "C", "H", "C", "H", "C", "C", "N", "H", "H", "C", "C", "H", "N", "H", "H", "H", "H", "H", "H", "H", "H", "N", "C", "C", "C", "H", "C", "C", "H", "C", "H", "H", "H"],
  "coordinates": [[-4.5246, 4.5355, 2.3766], [3.3717, -0.1918, -1.4106], [-4.7210, 1.0324, 3.4571], [-4.8453, 2.1137, 3.4406], [0.8817, 2.1663, 3.7946], [2.1594, -0.8142, -4.8116], [1.4505, 2.1463, 6.7247], [1.6668, -2.5213, -6.0164], [4.6886, -0.5139, -1.1298], [-5.1553, 1.9333, 5.5679], [-0.3541, 4.3815, -2.2222], [3.0582, 0.4892, 0.8787], [2.5425, 0.2981, -0.4018], [1.0028, -1.0404, 4.0841], [0.8246, 5.9716, -3.0467], [4.3756, 0.1635, 1.1600], [-0.3942, -0.2447, 1.4048], [2.6985, -2.7770, -6.2292], [-0.5327, -2.9855, -6.3737], [2.0882, -1.1817, 6.0168], [-2.6833, 1.9783, 2.3638], [0.0235, -1.1347, -4.9821], [0.1497, -0.2954, -1.9767], [-0.2597, -4.4757, -2.7068], [0.8552, 0.8201, -0.7647], [0.6104, 0.0753, 3.3708], [1.6145, -5.1493, 1.5690], [-3.7887, 3.8834, 6.2401], [-3.6734, 2.6960, 2.7276], [-4.9591, 2.7268, 4.8486], [0.7923, -2.0422, 3.7500], [1.0289, 1.1330, 4.0631], [-2.7862, -2.1788, -2.7228], [2.8150, -4.8186, -0.1792], [-0.3308, 3.1258, -1.6404], [-3.3986, 4.6270, 4.2554], [5.1884, -0.3460, 0.1560], [-0.3580, -1.8353, -1.4995], [-4.1623, -4.7529, -4.4225], [6.2181, -0.5980, 0.3701], [3.0375, 2.6005, -1.6285], [2.8031, 1.0117, 6.8881], [-2.8458, 2.7896, 5.2603], [-3.5842, 4.1789, 2.7964], [0.8912, 2.4706, -1.4485], [1.6472, -0.6289, 5.2058], [0.8402, 4.9886, -2.5954], [-5.7124, 2.3456, 2.8229], [-0.4637, 0.5485, -3.8116], [-1.2641, -3.6199, -6.8609], [-1.2246, -4.0307, -2.9124], [-3.4195, -4.1857, -3.8774], [3.7820, -4.3283, -2.0318], [-3.6917, 3.4856, 5.2314], [-3.0278, -1.1855, -2.3629], [2.0879, 3.0906, -1.8006], [2.9495, -4.1218, -1.3727], [-5.8177, 3.3983, 4.8824], [-3.7266, -2.9024, -3.4279], [-1.9517, -5.7492, -3.9571], [0.9249, -2.9221, -0.8840], [0.7771, -3.6409, 0.3021], [1.6531, 0.7423, 5.1744], [2.9895, -0.3109, -2.4176], [-2.0044, -1.7082, -5.4659], [1.7288, -4.5818, 0.6558], [-1.5218, -2.7339, -2.4862], [2.9108, 2.3330, 5.7135], [0.7402, -3.2943, -6.5716], [-4.0773, 5.4588, 4.4448], [5.3314, -0.8897, -1.9145], [-2.3886, 5.0055, 4.4111], [2.9775, 4.8344, -2.6644], [2.4502, 0.9432, 1.6535], [4.7756, 0.3221, 2.1521], [2.0993, -2.6443, -2.6736], [-4.7028, -2.4797, -3.6209], [-1.8001, 1.3051, 1.9991], [-2.1780, -4.7482, -3.6165], [2.0536, 4.3500, -2.3797], [1.3639, -1.4274, -5.2168], [-1.2614, 2.6606, -1.3279], [2.2399, 1.6236, 6.1904], [-0.9495, -1.9154, -5.5859], [-1.2950, 4.8909, -2.3786], [2.0082, -3.1697, -1.7306], [-2.7828, 4.5050, 2.1364], [3.5493, -5.5650, 0.0920], [-0.0984, -3.4989, 0.9259]],
  "forces_ev_per_a": [[0.0172, 0.0262, 0.0034], [-0.0343, -0.0396, -0.0441], [0.0330, 0.0098, 0.0431], [-0.0096, -0.0264, -0.0673], [0.0055, 0.0025, -0.0310], [0.0025, 0.0110, -0.0219], [0.0188, 0.0081, 0.0141], [0.0164, 0.0040, 0.0175], [0.0032, -0.0157, -0.0012], [-0.0290, 0.0043, -0.0030], [0.0267, -0.0132, 0.0086], [-0.0486, 0.1050, 0.0517], [0.0698, 0.0784, -0.1684], [0.0583, -0.0118, 0.0298], [-0.0022, -0.0001, -0.0110], [0.0495, -0.0217, -0.0662], [-0.3131, -0.2413, 0.1765], [0.0075, -0.0030, 0.0107], [-0.1042, 0.0567, 0.0313], [0.0022, -0.0139, -0.0018], [-0.0079, -0.1808, -0.1350], [0.0022, -0.1081, -0.0073], [-0.4181, 0.2141, -0.1169], [-0.0048, 0.0073, 0.0035], [0.6203, -0.0558, 0.4301], [0.1507, 0.1244, -0.1222], [-0.0035, -0.0097, 0.0080], [-0.0111, -0.0002, -0.0029], [-0.0006, 0.1390, 0.0706], [-0.0378, -0.0030, -0.0031], [0.0080, -0.0141, 0.0020], [-0.1028, 0.0220, 0.0258], [-0.0133, 0.0322, -0.0265], [-0.0074, 0.0099, -0.0113], [-0.0052, 0.0264, 0.0584], [-0.0111, 0.0359, 0.0010], [-0.0251, 0.0106, 0.0185], [0.3250, -0.3689, -0.4455], [-0.0009, -0.0054, -0.0047], [0.0073, 0.0010, 0.0059], [-0.0099, -0.0144, -0.0246], [0.0027, 0.0171, 0.0017], [-0.0018, 0.0062, -0.0038], [-0.0314, -0.0433, -0.0534], [-0.2315, 0.0532, 0.0878], [-0.0400, -0.0786, -0.0037], [-0.0096, 0.0111, -0.0006], [-0.0251, -0.0607, 0.0256], [0.0885, -0.0413, -0.0322], [-0.0123, 0.0053, -0.0094], [0.0378, -0.0099, -0.0095], [-0.0110, 0.0143, 0.0097], [0.0086, 0.0017, -0.0019], [0.0299, -0.0274, 0.0329], [0.0134, 0.0056, -0.0013], [0.0272, -0.0387, -0.0263], [-0.0082, 0.0062, 0.0048], [0.0243, 0.0312, -0.0001], [0.0110, -0.0201, 0.0174], [0.0031, -0.0032, -0.0067], [-0.0935, 0.0803, 0.1020], [-0.1103, -0.0436, 0.0133], [0.0259, 0.0392, -0.0708], [-0.0053, -0.0061, -0.0061], [0.0083, -0.0237, 0.0105], [0.0210, -0.0123, -0.0020], [-0.1046, 0.0337, 0.1658], [-0.0063, 0.0161, 0.0189], [0.0680, -0.0706, -0.0512], [0.0082, 0.0020, 0.0148], [0.0038, 0.0026, -0.0068], [0.0062, -0.0066, -0.0051], [0.0067, 0.0022, 0.0059], [-0.0230, -0.0647, 0.0089], [-0.0048, -0.0060, 0.0105], [-0.0026, 0.0091, -0.0024], [-0.0128, 0.0001, 0.0077], [0.0544, 0.2337, -0.0635], [0.0094, -0.0024, -0.0182], [0.0009, 0.0283, -0.0021], [0.0042, 0.0407, 0.1464], [0.0060, -0.0231, -0.0242], [-0.0232, -0.0095, 0.0110], [-0.0524, 0.0962, -0.0420], [-0.0060, 0.0026, -0.0074], [0.0762, 0.0318, 0.0113], [0.0102, 0.0174, 0.0292], [0.0054, -0.0017, 0.0096], [0.0311, 0.0244, 0.0104]],
  "nbo_charge": [0.231, -0.184, 0.221, -0.197, 0.231, 0.224, 0.237, 0.047, -0.179, 0.244, -0.196, -0.139, -0.434, -0.082, 0.248, -0.212, 1.239, 0.218, 0.056, 0.261, 0.710, -0.265, -1.132, 0.236, 0.989, -0.650, 0.243, 0.253, -0.425, -0.432, 0.242, 0.217, -0.112, -0.144, -0.201, -0.427, -0.150, 1.335, 0.249, 0.248, 0.225, 0.247, 0.185, -0.202, -0.458, -0.033, -0.143, 0.231, 0.834, 0.219, -0.147, -0.130, 0.245, -0.396, 0.215, -0.109, -0.186, 0.232, -0.223, 0.251, -0.363, -0.205, -0.283, 0.221, 0.237, -0.198, -0.482, 0.235, -0.359, 0.241, 0.243, 0.223, 0.248, 0.196, 0.236, 0.229, 0.246, -0.719, -0.196, -0.200, -0.293, 0.216, -0.413, -0.270, 0.242, -0.201, 0.223, 0.248, 0.223]
}

---

Record 2
{
  "formula": "C12H23AuN3OS4",
  "method": "ωB97M-V/def2-TZVPD",
  "orbital_gap_ev": [6.122, 6.121],
  "lumo_ev": [-12.18, -12.19],
  "homo_energy_ev": [-18.31, -18.31],
  "fmax_ev_per_a": 1.116,
  "total_charge": 3,
  "species": ["C", "H", "C", "H", "N", "H", "S", "H", "C", "C", "H", "H", "C", "H", "H", "H", "C", "C", "H", "Au", "H", "H", "H", "H", "H", "C", "H", "C", "C", "O", "H", "H", "C", "S", "H", "H", "H", "S", "S", "N", "C", "N", "H", "H"],
  "coordinates": [[-0.7638, -3.3045, -1.0316], [2.2694, -2.5209, -2.7533], [-0.5370, -2.4414, -2.2662], [0.1414, -3.7811, -0.6602], [0.4620, 4.1019, -1.8099], [3.5256, -1.5998, 2.4590], [0.0571, -0.1726, 2.3760], [2.8935, -0.9244, -2.3868], [2.6882, -2.2022, -0.6509], [-0.9925, -1.6276, 2.7652], [-1.4722, -2.0007, -2.6182], [-1.5855, -3.6034, 2.1707], [1.7094, -0.5842, 2.9888], [-1.7907, 5.6395, -2.2288], [2.0780, -2.5307, 2.0623], [-0.1256, -3.0132, -3.1016], [-0.5131, 3.4997, -1.1531], [-1.5188, 1.9274, -0.0845], [1.3174, 3.6110, -2.0031], [0.2488, -0.2752, 0.1123], [0.0845, -3.2417, 1.7438], [-2.6610, 3.4428, 0.9210], [0.3895, 5.0612, -2.1096], [-1.7519, 6.1337, -0.5061], [-2.0003, -1.2068, 2.7880], [2.4911, -1.5262, 2.1125], [-1.4819, -4.0904, -1.2663], [-2.4633, 3.0926, -0.0941], [2.2441, -1.7185, -2.0128], [-1.7484, 0.8066, 0.4616], [2.2048, 0.3853, 3.0812], [1.5869, -0.9717, 4.0036], [-2.1224, 5.4015, -1.2197], [2.5253, -0.7941, 0.4606], [2.1089, -3.0389, -0.2683], [-0.7383, -1.8984, 3.7937], [-3.4124, 2.8488, -0.5731], [-1.4823, -2.2151, 0.2156], [0.5736, -1.0001, -2.0768], [-0.3823, 2.1876, -0.7052], [-0.9142, -2.8168, 1.8241], [-1.6742, 4.0476, -0.8622], [3.7415, -2.4955, -0.6769], [-3.2086, 5.4090, -1.2208]],
  "forces_ev_per_a": [[0.0910, 0.0822, -0.0809], [0.0013, 0.0034, 0.0181], [0.0087, -0.2043, -0.0302], [0.0234, 0.0267, -0.0285], [-0.0979, 0.0154, 0.0417], [0.0094, 0.0332, -0.0583], [-0.4597, 0.4196, 0.9258], [0.0225, -0.0121, 0.0238], [0.1293, -0.1489, -0.1367], [-0.0201, -0.1263, 0.2335], [-0.0011, 0.0140, 0.0225], [-0.0533, 0.0438, 0.0686], [0.1070, 0.0025, 0.3234], [0.0054, 0.0427, 0.0000], [-0.0659, 0.0136, 0.0072], [0.0022, 0.0045, 0.0166], [0.5161, -0.4077, -0.0890], [-0.0656, -0.4336, 0.1924], [-0.0041, -0.0140, 0.0032], [0.4963, -0.8014, 0.4658], [0.0129, 0.0153, 0.0144], [-0.0259, 0.0194, 0.0165], [0.0085, 0.0024, -0.0018], [0.0132, 0.0509, 0.0084], [0.0128, 0.0211, -0.0341], [0.1380, -0.1462, 0.1491], [-0.0243, -0.0015, -0.0729], [0.0700, 0.1181, -0.0803], [0.1187, -0.1417, -0.2194], [0.2964, 0.2946, -0.4940], [0.0162, -0.0124, -0.0055], [0.0022, -0.0087, -0.0260], [0.0439, -0.3001, 0.0307], [0.1532, 0.3882, -0.1882], [-0.0518, 0.0091, -0.0293], [0.0186, 0.0218, -0.0251], [-0.0062, 0.0046, -0.0329], [-0.5892, -0.2211, 0.0078], [-0.2316, 0.2150, -0.9215], [-0.2735, 0.7542, -0.1047], [0.0611, 0.0438, -0.0168], [-0.4004, 0.2165, 0.0589], [0.0049, 0.0706, 0.0232], [-0.0125, 0.0327, 0.0246]],
  "nbo_charge": [-0.553, 0.295, -0.541, 0.231, -0.735, 0.301, 0.528, 0.282, -0.550, -0.549, 0.280, 0.292, -0.578, 0.231, 0.246, 0.286, 0.655, 0.640, 0.432, 0.975, 0.223, 0.268, 0.439, 0.239, 0.289, -0.547, 0.292, -0.310, -0.566, -0.692, 0.284, 0.299, -0.428, 0.486, 0.240, 0.288, 0.271, 0.316, 0.438, -0.660, -0.546, -0.341, 0.300, 0.252]
}

---

Record 3
{
  "formula": "C5H6O",
  "method": "ωB97M-V/def2-TZVPD",
  "orbital_gap_ev": 10.808,
  "lumo_ev": 0.94,
  "homo_energy_ev": -9.87,
  "fmax_ev_per_a": 0.552,
  "total_charge": 0,
  "smiles": "C#C[C@@H](C)C=O",
  "species": ["H", "H", "C", "H", "H", "H", "C", "C", "C", "C", "H", "O"],
  "coordinates": [[1.1371, -1.6424, -0.7970], [0.8998, -0.0732, -1.5916], [0.2684, 1.3353, 0.7875], [2.1880, -0.2616, -0.3898], [-0.3571, 1.6465, 1.6498], [0.4080, -0.6980, 1.3804], [-2.3234, -0.5778, -0.3501], [-1.2001, -0.4225, 0.0544], [1.1691, -0.5593, -0.6509], [0.1890, -0.1528, 0.4498], [-3.3148, -0.7233, -0.7187], [0.9360, 2.1291, 0.1762]],
  "forces_ev_per_a": [[-0.0001, 0.1614, 0.0182], [0.0645, -0.0452, 0.1368], [0.2065, 0.3011, -0.1712], [-0.1483, -0.0322, -0.0105], [0.0453, -0.0018, -0.1159], [-0.0705, 0.0838, -0.1202], [0.4346, 0.0509, 0.1759], [-0.5097, -0.0673, -0.1666], [0.0649, -0.0376, -0.0688], [0.0128, -0.0360, -0.0764], [0.1541, 0.0094, 0.0973], [-0.2541, -0.3866, 0.3014]],
  "nbo_charge": [0.218, 0.226, 0.463, 0.223, 0.117, 0.244, -0.234, 0.000, -0.591, -0.404, 0.243, -0.505]
}

---

Record 4
{
  "formula": "C4H4Cl2F2O3",
  "method": "ωB97M-V/def2-TZVPD",
  "orbital_gap_ev": [7.312, 8.440],
  "lumo_ev": [0.58, -2.62],
  "homo_energy_ev": [-6.73, -11.06],
  "fmax_ev_per_a": 4.935,
  "s2": 2.01,
  "total_charge": 0,
  "spin_multiplicity": 3,
  "species": ["Cl", "H", "O", "F", "C", "H", "O", "C", "H", "O", "C", "C", "F", "H", "Cl"],
  "coordinates": [[-2.0586, 0.5856, -3.0684], [2.6877, 0.1621, 0.6661], [-1.9718, 1.4650, 0.2373], [-0.9455, -1.4580, -2.1162], [-1.3516, 0.2974, 0.1834], [2.5770, -1.6195, 0.7056], [0.3157, 1.0534, 1.6628], [0.0166, 0.2098, 0.8540], [-1.4404, 2.2296, 0.6531], [0.8973, -0.6879, 0.4137], [2.1593, -0.7418, 1.0315], [-0.9632, -0.1407, -1.9429], [0.2696, 0.2763, -2.1224], [2.2203, -0.6063, 2.1299], [-2.4123, -1.0251, 0.7126]],
  "forces_ev_per_a": [[-0.4218, 0.4026, -0.1390], [0.2528, -0.6880, 0.0027], [0.5497, 1.8026, 0.3003], [-0.1635, -0.2144, 0.6175], [0.4019, -0.7958, 4.8539], [1.1867, -1.9703, -0.6473], [0.0098, 0.5701, 0.3357], [0.1320, 0.7909, -0.4176], [-0.5858, -1.9043, -0.7010], [-2.2339, -0.8381, 0.0071], [0.3583, 3.5312, 0.9723], [0.2706, -1.3419, -4.4019], [0.4988, 0.6878, 0.4780], [-0.7754, -0.4877, -0.5044], [0.5197, 0.4553, -0.7564]],
  "mulliken_spin": [0.134, 0.002, 0.139, 0.060, 0.659, 0.000, 0.079, 0.042, 0.009, 0.010, -0.004, 0.711, 0.059, 0.000, 0.100]
}